117
Properties=species:S:1:pos:R:3:forces:R:3:mulliken_charge:R:1 method="wB97M-V/def2-TZVPD" lumo_ev=0.13 total_charge=0 homo_energy_ev=-9.06 e_tot_ha=-2649.5896 gap_ha=0.3376
C -3.1220 -1.2690 1.3564 -0.108 0.079 0.199 -0.04
O -2.9394 -2.6556 1.4482 -0.080 -0.137 -0.037 -0.52
C -2.1474 -3.1980 0.3938 -0.234 0.202 0.366 -0.54
C -0.7487 -2.5978 0.3474 -0.437 -0.239 -0.397 1.17
C 0.3130 -3.5625 -0.1861 -0.329 -0.029 0.580 -0.60
C 1.5826 -3.6406 0.6795 -0.099 -0.265 -0.362 -0.96
C 2.8577 -3.5792 -0.1438 -0.351 -0.073 -0.079 -1.34
C 3.0817 -2.2786 -0.8968 0.552 0.146 0.355 -0.63
C 3.0267 -1.0007 -0.0433 0.385 -0.449 -0.620 -0.39
C 2.8700 0.2452 -0.9262 -0.162 -0.335 0.773 -0.98
C 1.6605 1.1800 -0.7404 0.694 0.146 -0.986 1.01
C 2.1124 2.6175 -0.6471 0.014 -0.288 0.119 -1.90
I 0.4048 0.8301 0.9771 -0.064 -0.090 0.198 0.07
O 0.8498 1.1495 -1.9447 -1.085 0.057 0.806 -0.41
C -0.0293 0.1131 -2.0200 0.679 -2.392 -0.161 -0.04
O 0.3050 -1.0605 -1.9477 -0.381 2.380 -0.274 -0.43
C -1.4877 0.5049 -2.2220 0.687 0.267 -0.956 0.16
O -2.0152 -0.2394 -3.3106 -0.097 -0.598 0.161 -0.40
C -2.7036 -1.3689 -2.9213 0.771 -2.576 -0.330 0.90
C -4.0376 -1.1315 -2.2619 0.211 0.095 -0.361 -1.14
O -2.2865 -2.5006 -3.1470 -0.820 2.689 0.223 -0.50
H -2.4945 -0.7417 2.0701 0.273 0.161 0.109 0.17
H -4.1512 -1.0247 1.5938 -0.302 -0.013 0.076 0.30
H -2.9108 -0.8768 0.3639 0.100 0.019 -0.174 -0.28
H -2.6956 -3.0454 -0.5372 0.156 -0.141 -0.298 -0.09
H -2.1111 -4.2596 0.5920 -0.006 -0.339 0.065 0.41
H -0.7949 -1.7313 -0.2974 0.148 0.209 0.200 -1.04
H -0.5191 -2.2659 1.3526 0.170 0.013 0.289 0.33
H -0.1492 -4.5434 -0.1818 0.032 -0.383 -0.177 0.56
H 0.5407 -3.3364 -1.2189 0.111 0.128 -0.193 0.52
H 1.5627 -2.8957 1.4649 0.052 0.347 0.128 0.40
H 1.5774 -4.5937 1.1963 0.026 -0.227 0.234 0.48
H 3.7098 -3.8433 0.4736 0.275 0.129 0.210 0.39
H 2.7767 -4.3677 -0.8868 0.137 -0.267 -0.191 0.33
H 2.4419 -2.2068 -1.7660 -0.379 0.038 -0.016 0.45
H 4.1003 -2.3102 -1.2746 0.185 -0.108 -0.401 0.45
H 2.2988 -1.0867 0.7506 -0.314 0.167 -0.013 0.25
H 3.9958 -0.9523 0.4388 0.159 0.163 0.429 0.39
H 3.7546 0.8625 -0.8377 0.209 0.260 0.176 0.07
H 2.8585 -0.0804 -1.9548 -0.182 -0.007 -0.372 0.59
H 2.7603 2.7276 0.2108 0.154 0.071 0.281 0.50
H 2.6966 2.8337 -1.5330 0.058 0.264 -0.277 0.48
H 1.2618 3.2731 -0.5388 -0.135 0.319 -0.140 0.47
H -1.5279 1.5492 -2.4983 -0.192 0.289 0.124 0.47
H -2.0239 0.3084 -1.3023 -0.111 0.111 0.372 -0.13
H -4.0594 -1.5963 -1.2877 -0.051 -0.054 0.240 0.30
H -4.3051 -0.0861 -2.2169 0.014 0.275 0.170 0.35
H -4.7713 -1.6353 -2.8747 -0.239 -0.201 -0.162 0.40
C 7.4514 7.4980 -1.9445 0.067 -0.034 0.092 -0.78
O 7.3829 6.2498 -1.2936 -0.102 -0.099 -0.226 -0.26
C 6.1115 6.0024 -0.7200 0.245 0.047 0.099 -0.68
C 5.8505 4.5189 -0.5988 -0.116 -0.054 0.070 -0.29
O 5.4952 3.8886 -1.8210 -0.033 -0.027 0.020 -0.34
C 6.5294 3.6593 -2.7679 -0.089 -0.027 -0.109 -0.39
C 7.4760 2.5422 -2.3928 0.236 0.111 -0.010 -0.52
O 8.4145 2.9731 -1.4232 -0.203 0.007 0.170 -0.27
C 8.9345 1.9068 -0.6628 0.056 0.079 -0.068 -0.75
H 7.3226 8.3237 -1.2354 -0.042 0.040 -0.046 0.32
H 8.4354 7.5768 -2.4020 0.028 -0.007 0.036 0.24
H 6.6925 7.5733 -2.7318 -0.030 0.052 0.032 0.34
H 5.3211 6.4576 -1.3282 -0.024 -0.008 -0.009 0.36
H 6.0868 6.4508 0.2830 -0.153 0.016 -0.009 0.41
H 4.9747 4.3963 0.0433 -0.017 0.002 -0.011 0.31
H 6.6862 4.0101 -0.1155 0.123 0.087 -0.075 0.22
H 7.0742 4.5775 -2.9918 0.118 -0.014 0.117 0.18
H 6.0095 3.3533 -3.6782 -0.024 -0.005 0.010 0.40
H 8.0227 2.2220 -3.2906 -0.109 -0.098 -0.037 0.41
H 6.8960 1.6923 -2.0130 -0.025 -0.014 -0.006 0.26
H 8.1332 1.3660 -0.1450 0.021 -0.057 -0.036 0.30
H 9.6051 2.3305 0.0817 0.029 0.019 -0.023 0.24
H 9.4973 1.2073 -1.2916 -0.026 -0.060 0.036 0.33
C -6.9551 -8.0480 2.1960 0.103 -0.061 -0.024 -0.78
O -6.3126 -8.2800 0.9640 -0.113 0.220 -0.076 -0.24
C -7.1387 -8.9598 0.0349 0.220 -0.062 0.127 -0.57
C -6.7228 -8.6540 -1.3856 -0.047 -0.067 -0.106 -0.35
O -7.1365 -7.3786 -1.8492 -0.005 0.005 0.002 -0.46
C -6.4195 -6.2451 -1.3833 -0.081 0.082 -0.019 -0.47
C -5.0513 -6.0779 -2.0033 0.187 0.052 0.222 -0.28
O -4.1125 -6.9548 -1.4054 -0.131 -0.221 -0.118 -0.26
C -3.0242 -7.2397 -2.2549 0.032 0.078 0.105 -0.74
H -7.1933 -8.9899 2.7039 -0.067 0.024 0.024 0.32
H -6.2732 -7.4736 2.8196 0.038 -0.025 0.000 0.24
H -7.8746 -7.4675 2.0570 -0.038 -0.052 0.025 0.33
H -8.1875 -8.6716 0.1719 -0.018 0.009 -0.013 0.35
H -7.0443 -10.0410 0.2092 -0.138 -0.022 -0.054 0.39
H -7.2366 -9.3668 -2.0344 -0.014 0.004 -0.008 0.39
H -5.6495 -8.7999 -1.5198 0.048 0.064 0.142 0.15
H -6.3580 -6.2323 -0.2939 0.136 -0.074 0.020 0.22
H -7.0234 -5.3886 -1.6909 -0.020 -0.008 -0.018 0.38
H -4.7084 -5.0455 -1.8438 -0.077 0.052 -0.140 0.18
H -5.1179 -6.2639 -3.0817 -0.016 0.004 -0.016 0.37
H -3.3664 -7.6935 -3.1926 0.028 0.054 -0.032 0.35
H -2.3823 -7.9506 -1.7386 0.008 0.016 0.038 0.25
H -2.4469 -6.3350 -2.4784 0.002 -0.017 -0.071 0.22
C -1.2530 8.8851 2.9145 0.068 -0.031 0.092 -0.77
O -1.2491 7.6609 3.6117 -0.091 -0.112 -0.227 -0.26
C -2.5059 7.3608 4.1945 0.232 0.056 0.099 -0.56
C -2.6815 5.8701 4.3715 -0.096 -0.050 0.080 -0.38
O -2.9962 5.1767 3.1743 0.009 -0.004 -0.022 -0.46
C -1.9431 4.9498 2.2495 -0.100 -0.032 -0.079 -0.53
C -0.9679 3.8733 2.6670 0.239 0.271 0.038 0.23
O -0.0559 4.3668 3.6358 -0.200 -0.003 0.189 -0.33
C 0.4805 3.3456 4.4467 0.047 0.079 -0.071 -0.67
H -1.4319 9.7282 3.5919 -0.044 0.036 -0.048 0.32
H -0.2744 9.0049 2.4541 0.028 -0.002 0.036 0.23
H -2.0134 8.8860 2.1249 -0.032 0.052 0.031 0.33
H -3.3196 7.7463 3.5693 -0.020 -0.009 -0.010 0.35
H -2.5584 7.8449 5.1798 -0.148 0.008 -0.011 0.40
H -3.5499 5.7212 5.0168 -0.015 -0.005 -0.007 0.39
H -1.8181 5.4299 4.8736 0.112 0.089 -0.076 0.16
H -1.4204 5.8764 2.0055 0.114 -0.007 0.109 0.20
H -2.4416 4.6018 1.3416 -0.021 -0.003 0.005 0.38
H -0.3959 3.5456 1.7915 -0.163 -0.042 -0.017 -0.18
H -1.5247 3.0156 3.0665 -0.010 -0.015 -0.022 0.34
H -0.3151 2.8029 4.9719 0.026 -0.056 -0.036 0.34
H 1.1245 3.8176 5.1860 0.025 0.020 -0.020 0.24
H 1.0744 2.6387 3.8567 -0.022 -0.061 0.034 0.20